[1]
CHFIPS | the ωB97M-V functional and the def2-TZVPD basis

Structure (XYZ):
```
6
Properties=species:S:1:pos:R:3:forces:R:3:lowdin_charge:R:1
C -1.680 0.237 0.525 -0.10 1.42 0.65 -0.7324
F -2.629 -0.689 0.759 0.28 0.88 -0.27 -0.0526
P 2.714 -1.310 -1.643 0.26 0.42 0.23 -0.0569
S -0.143 -0.136 0.330 -0.30 0.00 -0.11 0.6447
I 3.775 0.555 -0.574 -0.23 -0.43 -0.24 0.1014
H -2.037 1.344 0.602 0.09 -2.29 -0.25 0.0958
```
Positions in Å, forces in eV/Å.

Computed properties:
**Molar mass**: 221.962 g mol⁻¹
**Energy**: -31992.5731 eV
**F_max**: 2.3 eV Å⁻¹
**Multiplicity**: 1
**HOMO energy (spin up / spin down)**: -8.2956 / -8.3342 eV



[2]
C47H47NP2Pt | the ωB97M-V functional and the def2-TZVPD basis

Structure (XYZ):
```
98
Properties=species:S:1:pos:R:3:forces:R:3:lowdin_charge:R:1
Pt 0.445 0.013 2.584 -2.78 0.68 0.04 1.0802
C -2.327 0.378 4.356 0.54 -1.32 -1.61 -0.0670
C -2.027 -0.060 3.072 -2.00 -0.85 1.11 -0.2188
C -2.768 0.692 1.976 -0.10 0.76 -0.67 -0.1971
C -1.871 1.435 0.987 0.28 -0.57 0.23 -0.1841
C -0.610 1.929 1.706 -0.13 1.13 -0.76 -0.2458
C -0.688 2.724 2.854 1.33 -0.80 -0.99 -0.0922
C -1.817 2.891 3.774 -1.33 0.45 1.55 -0.1553
C -2.274 1.770 4.806 -0.45 1.10 -0.64 -0.1339
C 2.346 0.168 2.130 1.07 0.43 -0.34 -0.3077
H -2.720 -0.368 5.053 0.95 0.15 0.33 0.1234
H -2.089 -1.151 2.907 0.06 0.40 0.45 0.0939
H -3.479 1.386 2.445 0.21 -0.18 -0.25 0.1113
H -3.399 -0.039 1.442 0.29 0.20 0.22 0.1247
H -1.579 0.731 0.197 0.06 0.27 0.11 0.0822
H -2.427 2.255 0.490 0.47 -0.14 0.31 0.1334
H 0.193 2.178 0.999 -0.11 0.03 0.45 0.0998
H 0.166 3.387 3.070 -0.31 -0.57 -0.23 0.1177
H -2.724 3.239 3.245 0.43 -0.21 -0.03 0.1303
H -1.528 3.732 4.425 -0.32 -0.19 -0.17 0.1182
H -1.612 1.843 5.677 -0.11 -0.25 0.04 0.1080
H -3.287 2.042 5.175 0.54 0.05 -0.08 0.1472
H 2.900 -0.343 2.932 0.10 0.17 -0.38 0.0081
H 2.538 1.252 2.142 0.47 -0.37 -0.13 -0.0007
H 2.549 -0.266 1.150 0.29 0.10 0.06 -0.0135
P -0.355 -1.394 -3.811 -1.59 -0.85 -0.61 1.0319
P 1.202 0.719 -4.120 0.66 1.46 -2.13 1.0501
C -1.317 0.042 -4.339 1.19 1.45 -0.15 -0.2670
C -0.458 1.014 -4.782 -1.18 -1.42 0.51 -0.2842
C -0.746 -2.644 -5.122 0.51 0.04 0.18 -0.3682
C -1.879 -2.586 -5.946 0.13 0.29 0.05 -0.0962
C -2.081 -3.557 -6.925 0.18 -0.13 0.07 -0.0579
C -1.141 -4.581 -7.110 -0.12 0.35 0.34 -0.0498
C -0.036 -4.657 -6.259 0.01 -0.18 -0.03 -0.0642
C 0.161 -3.706 -5.258 -0.09 0.15 -0.08 -0.0963
C -1.210 -2.010 -2.356 0.23 0.06 0.61 -0.3673
C -0.695 -1.573 -1.123 -0.05 -0.11 -0.30 -0.1116
C -1.311 -1.981 0.050 -0.05 -0.11 0.22 -0.1066
C -2.396 -2.864 -0.004 0.06 0.19 0.12 -0.0574
C -2.909 -3.291 -1.233 0.00 0.09 0.01 -0.0512
C -2.338 -2.839 -2.425 0.12 -0.12 0.28 -0.0574
C 2.151 1.044 -5.691 0.22 -0.21 0.12 -0.3392
C 1.939 0.164 -6.766 -0.16 0.01 0.23 -0.1002
C 2.510 0.418 -8.010 0.07 0.05 0.03 -0.0631
C 3.355 1.521 -8.185 -0.20 -0.07 0.23 -0.0525
C 3.582 2.394 -7.114 -0.11 -0.28 -0.25 -0.0576
C 2.964 2.169 -5.883 0.14 0.11 0.22 -0.0765
C 1.578 2.181 -3.107 0.13 -0.07 0.55 -0.3888
C 2.849 2.225 -2.508 0.14 0.02 0.07 -0.1133
C 3.254 3.345 -1.783 -0.56 0.19 -0.24 -0.0611
C 2.367 4.426 -1.652 0.17 -0.03 0.10 -0.0614
C 1.091 4.375 -2.218 -0.01 -0.12 -0.04 -0.0658
C 0.686 3.245 -2.932 0.08 -0.04 -0.06 -0.0791
H -2.406 0.102 -4.273 0.22 -0.15 -0.63 0.0953
H -0.682 1.814 -5.502 -0.08 -0.01 0.75 0.1091
H -2.592 -1.765 -5.824 0.18 -0.35 -0.15 0.1042
H -2.976 -3.519 -7.541 0.21 0.03 0.06 0.1150
H -1.282 -5.314 -7.905 0.04 0.19 0.28 0.1180
H 0.676 -5.475 -6.372 -0.17 0.25 0.02 0.1158
H 1.019 -3.778 -4.582 -0.25 -0.01 -0.33 0.1108
H 0.198 -0.925 -1.108 -0.49 -0.33 0.10 0.1028
H -0.930 -1.612 1.014 -0.18 -0.33 -0.47 0.0506
H -2.837 -3.200 0.940 0.07 0.02 -0.45 0.1155
H -3.755 -3.984 -1.267 0.27 0.30 0.04 0.1192
H -2.759 -3.141 -3.392 0.29 0.05 0.46 0.1120
H 1.288 -0.705 -6.619 0.25 0.22 -0.18 0.0977
H 2.293 -0.250 -8.846 0.14 0.19 0.26 0.1155
H 3.817 1.700 -9.159 -0.14 -0.03 0.39 0.1181
H 4.245 3.250 -7.252 -0.27 -0.19 0.11 0.1161
H 3.110 2.894 -5.076 0.01 -0.32 -0.28 0.1031
H 3.544 1.390 -2.633 -0.22 0.22 0.02 0.1159
H 4.251 3.393 -1.349 -0.24 -0.04 -0.08 0.1147
H 2.681 5.321 -1.102 -0.14 -0.39 -0.25 0.1167
H 0.407 5.222 -2.122 0.27 -0.30 0.00 0.1158
H -0.307 3.196 -3.382 0.26 0.12 0.17 0.1010
C 0.845 2.388 7.671 -0.29 -0.34 -0.33 -0.0378
C 0.993 2.792 6.336 0.39 -0.35 -0.18 -0.0564
C 1.128 1.850 5.317 -0.10 0.76 0.05 -0.0302
C 0.977 0.482 5.604 -0.55 -1.16 -0.27 -0.2453
C 1.080 0.073 6.967 -0.30 0.19 0.21 0.0022
C 0.903 1.020 7.969 0.41 -0.35 0.08 -0.0422
N 0.579 -0.403 4.606 1.08 0.67 1.76 -0.0315
C 0.201 -1.702 4.978 -0.74 -0.15 0.57 -0.3104
C 0.692 -2.814 4.286 -0.02 0.16 0.32 -0.0214
C 0.444 -4.089 4.792 -0.24 0.40 -0.04 -0.0515
C -0.335 -4.259 5.942 0.19 -0.50 0.13 -0.0543
C -0.834 -3.153 6.632 -0.11 0.13 -0.53 -0.0480
C -0.675 -1.885 6.075 0.45 -0.09 0.37 -0.0544
H 0.700 3.124 8.460 0.06 -0.20 -0.20 0.1213
H 1.011 3.853 6.116 0.13 -0.06 -0.12 0.1160
H 1.321 2.129 4.283 -0.27 0.05 0.37 0.0830
H 1.242 -0.984 7.195 -0.22 0.52 0.05 0.1306
H 0.829 0.674 9.001 0.20 0.18 -0.25 0.1224
H 1.295 -2.634 3.399 0.14 -0.25 0.16 0.1006
H 0.910 -4.934 4.307 -0.20 -0.15 -0.07 0.1123
H -0.567 -5.276 6.300 0.38 0.67 -0.11 0.1244
H -1.305 -3.272 7.607 -0.28 -0.01 -0.44 0.1207
H -1.162 -1.013 6.528 0.43 -0.45 -0.08 0.1168
```
Positions in Å, forces in eV/Å.

Computed properties:
**⟨S²⟩**: 6.081
**Molar mass**: 882.926 g mol⁻¹
**Total charge**: +2
**Energy**: -72794.6586 eV
**F_max**: 2.9 eV Å⁻¹
**Multiplicity**: 5
**HOMO energy (spin up / spin down)**: -11.8728 / -13.4576 eV



[3]
C20H17N3OS2 | the ωB97M-V functional and the def2-TZVPD basis

Structure (XYZ):
```
43
Properties=species:S:1:pos:R:3:forces:R:3:lowdin_charge:R:1
O -1.204 -0.812 -5.111 -6.44 -2.62 -9.16 0.1797
C -0.556 -0.630 -4.235 9.39 -1.29 8.44 -0.6356
N -0.650 0.474 -3.525 11.73 -4.65 8.20 0.1837
C -0.070 1.028 -2.283 -2.91 1.86 -2.08 -0.5433
N 0.972 0.751 -1.741 5.94 -4.45 3.08 0.0140
C 1.316 1.268 -0.489 -3.04 1.44 -2.13 -0.1601
C 0.436 2.262 -0.081 1.37 -2.33 -3.60 -0.3460
S -0.627 2.479 -1.445 -2.45 0.76 0.34 1.0264
H 0.747 3.026 0.545 -0.24 1.30 1.44 0.0401
H 2.212 0.963 -0.065 1.31 -0.49 0.89 0.0784
H -1.242 1.011 -3.690 -12.61 10.45 -4.43 -0.0212
C 0.647 -1.592 -3.552 -6.65 -2.91 -5.40 -0.2966
H 1.160 -1.003 -2.966 3.73 2.36 2.62 -0.0305
H 0.932 -2.285 -4.416 0.68 1.35 1.38 0.1004
S -0.431 -2.756 -2.653 -0.30 -0.48 2.34 0.9410
C -0.801 -2.038 -0.969 -1.42 -2.81 -10.77 -0.4464
C -0.153 -2.063 0.065 13.02 -6.99 8.54 -0.1924
N -0.545 -1.345 1.111 1.02 -0.67 -0.72 0.0183
C -1.501 -0.696 0.402 -4.21 8.40 16.65 -0.2604
C -2.404 0.189 1.218 -0.81 -0.02 -8.48 0.0699
C -3.363 0.889 0.399 -1.24 -0.33 5.68 -0.1370
C -3.621 0.251 -0.756 -2.80 1.15 -8.77 -0.1708
C -2.797 -0.649 -1.512 -1.27 1.31 0.89 0.0150
C -1.806 -1.193 -0.670 -4.65 -0.79 -11.88 -0.3213
H -2.786 -0.812 -2.679 -0.66 0.01 2.84 0.1470
H -4.514 0.789 -1.534 2.50 -1.54 2.53 0.1631
H -4.218 1.671 0.871 2.80 -2.15 -1.38 0.1648
H -2.115 0.524 2.084 1.42 1.64 4.84 0.0206
C -0.011 -1.314 2.506 -1.26 -2.37 -0.64 -0.0472
C 1.101 -0.335 2.520 3.88 -1.19 0.12 -0.2765
C 1.057 0.969 2.839 -2.91 4.98 2.58 -0.0510
C 2.071 2.017 2.967 -1.34 -9.91 -2.81 0.0485
C 3.302 1.446 2.679 -8.14 7.67 2.12 -0.1807
C 3.463 0.292 2.349 4.94 -13.23 -5.07 -0.1719
C 2.445 -0.658 2.261 0.67 -4.99 -2.00 -0.0316
H 2.774 -1.900 1.860 -1.09 4.09 1.41 0.1940
H 4.619 -0.030 1.982 -3.34 0.52 1.33 0.1889
H 3.994 1.990 2.907 8.26 6.04 1.72 0.0381
H 1.853 2.884 3.321 -1.13 5.37 2.07 0.0473
H 0.048 1.210 3.246 0.49 0.57 -0.52 0.1214
H -0.956 -1.073 3.069 1.43 0.04 0.13 0.1325
H 0.366 -2.468 2.869 -1.10 3.35 -1.34 0.1991
H 0.857 -2.729 0.304 -2.57 1.59 -1.02 0.1883
```
Positions in Å, forces in eV/Å.

Computed properties:
**Molar mass**: 379.510 g mol⁻¹
**Energy**: -49189.6962 eV
**F_max**: 19.1 eV Å⁻¹
**Multiplicity**: 1
**HOMO energy**: -8.0219 eV



[4]
C4H8BN | the ωB97M-V functional and the def2-TZVPD basis

Structure (XYZ):
```
14
Properties=species:S:1:pos:R:3:forces:R:3:lowdin_charge:R:1
B 1.978 -1.189 -0.987 -0.40 0.44 0.27 -0.2899
C 0.458 -0.531 -0.876 -0.18 0.05 -0.22 -0.1382
C -0.629 0.807 1.677 -0.02 0.01 0.03 -0.0892
C -0.873 0.051 -0.670 -0.67 0.24 -0.05 -0.0764
C -1.398 0.669 0.406 1.48 -0.81 -0.14 -0.1206
N 0.871 -0.914 -2.023 -0.52 0.14 -0.19 0.1160
H 2.117 -2.310 -0.659 0.09 -0.43 0.21 0.0148
H 0.324 0.285 1.596 -0.03 0.07 0.08 0.0730
H -1.199 0.389 2.508 0.00 0.03 0.05 0.0794
H -0.441 1.857 1.905 -0.01 0.04 0.05 0.0809
H 2.882 -0.429 -0.995 0.35 0.18 0.08 0.0160
H 0.417 -0.878 -2.932 0.09 -0.04 0.12 0.1346
H -1.512 -0.032 -1.548 0.02 0.04 -0.09 0.0990
H -2.401 1.060 0.383 -0.19 0.03 -0.20 0.1007
```
Positions in Å, forces in eV/Å.

Computed properties:
**Molar mass**: 80.927 g mol⁻¹
**Energy**: -6442.1311 eV
**F_max**: 1.7 eV Å⁻¹
**Multiplicity**: 1
**HOMO energy**: -9.5151 eV